# 1
Here is a molecular structure, C19H14N4O8Tc from the OMol25 dataset. Energies are from wB97M-V/def2-TZVPD.

CARTESIAN COORDINATES (ANGSTROEM)
1 Tc 0.5748 -0.1484 -0.1794
2 N -0.8597 1.8341 -1.7127
3 C 0.3306 2.4691 -2.2712
4 C 1.3583 1.4462 -2.7153
5 O 1.9642 1.5787 -3.7659
6 N 1.5566 0.4175 -1.8421
7 C 2.5872 -0.5535 -2.1809
8 C 2.1137 -1.9358 -1.7720
9 O 2.5019 -2.9670 -2.2430
10 O 1.1943 -1.8950 -0.7914
11 H -1.5926 1.7741 -2.4070
12 H -1.2122 2.3308 -0.9068
13 H 0.8151 3.0716 -1.4985
14 H 0.1237 3.1216 -3.1210
15 H 3.4932 -0.3511 -1.5973
16 H 2.8379 -0.5192 -3.2392
17 O 3.2362 3.6402 3.9103
18 C 2.7412 2.9474 3.0705
19 C 1.3653 3.1627 2.4034
20 O 0.6220 4.0971 2.5646
21 C 1.1969 1.9798 1.5497
22 C 2.2957 1.1556 1.5862
23 O 2.2594 0.0473 0.8768
24 C 3.3370 1.6421 2.4943
25 O 4.4048 1.1606 2.7720
26 O 0.1796 1.6416 0.8071
27 C -2.5203 -1.5881 -2.9207
28 C -3.4454 -2.1810 -2.0772
29 C -3.2459 -2.1246 -0.7084
30 C -2.1278 -1.4686 -0.2191
31 N -1.2541 -0.8709 -1.0434
32 C -1.4356 -0.9394 -2.3630
33 C -1.7654 -1.4315 1.2172
34 C -2.6057 -1.8370 2.2389
35 C -2.1405 -1.7964 3.5437
36 C -0.8505 -1.3630 3.7918
37 C -0.0702 -0.9581 2.7238
38 N -0.5246 -0.9819 1.4713
39 H -2.6235 -1.6281 -3.9947
40 H -4.3056 -2.6974 -2.4796
41 H -3.9365 -2.6050 -0.0329
42 H -0.6801 -0.4597 -2.9696
43 H -3.6086 -2.1733 2.0249
44 H -2.7822 -2.1048 4.3571
45 H -0.4466 -1.3277 4.7924
46 H 0.9440 -0.6114 2.8562

Cartesian forces, eV/Å:
Tc 0.7 0.3 -0.2
N 0.0 0.2 0.0
C 0.0 0.2 0.1
C 0.0 0.0 -0.1
O 0.0 0.0 0.1
N -0.2 -0.2 0.1
C 0.1 0.0 0.0
C -0.2 -0.1 0.1
O 0.1 0.0 0.0
O 0.0 0.1 0.0
H 0.0 0.0 0.0
H 0.0 0.1 0.0
H -0.1 0.0 0.0
H 0.0 0.0 0.0
H 0.0 0.0 -0.1
H 0.0 0.0 0.0
O 0.0 -0.1 -0.1
C 0.0 0.1 0.1
C 0.0 0.0 0.0
O 0.0 -0.1 0.0
C 0.2 0.1 0.1
C -0.1 0.1 0.0
O 0.0 -0.1 0.0
C 0.0 0.1 0.0
O -0.1 0.0 0.0
O -0.2 -0.1 -0.4
C 0.0 0.0 0.0
C 0.0 0.0 0.0
C 0.0 0.0 0.0
C 0.1 0.0 0.0
N -0.3 -0.2 0.0
C -0.1 -0.1 0.0
C 0.0 0.0 0.0
C 0.0 0.0 0.0
C 0.0 0.0 0.0
C 0.0 0.0 0.0
C 0.0 0.0 0.0
N -0.2 -0.2 0.2
H 0.0 0.0 0.0
H 0.0 0.0 0.0
H 0.0 0.0 0.0
H 0.0 0.0 0.0
H 0.0 0.0 0.0
H 0.0 0.0 0.0
H 0.0 0.0 0.0
H 0.0 0.0 0.0

The charge is 0. The molar mass is 524.3 g/mol. As for the gap between HOMO and LUMO (spin up / spin down): 0.2432 / 0.2289 Eh. Its LUMO energy (spin up / spin down) is -1.67 / -2.18 eV. The calculation puts the energy above the lowest of the compared OMol25 structures with the same formula, charge and spin at 0.00 kcal per mole. As for the spin multiplicity: 4. Its HOMO energy (spin up / spin down) is -8.29 / -8.41 eV. The maximum force is 0.761 eV Å⁻¹.



# 2
Here is 6 unconnected molecules or ions with the total composition C11H34N10O7SSi from the OMol25 dataset. Energies are from wB97M-V/def2-TZVPD.

CARTESIAN COORDINATES (ANGSTROEM)
1 C 0.0207 1.8336 -3.1839
2 C -0.0935 1.2499 -1.7770
3 S -1.7866 0.7929 -1.2947
4 C -2.1797 1.8982 0.1096
5 Si -1.8809 1.0517 1.7861
6 C -0.4400 1.7694 2.7964
7 C 0.3347 2.9136 2.1489
8 C -0.0462 4.2577 2.6852
9 O -0.7906 4.4432 3.5544
10 O 0.5295 5.3100 2.0604
11 H 0.4735 2.8042 -3.1918
12 H -0.9185 1.8248 -3.7121
13 H 0.6795 1.1952 -3.7448
14 H 0.2969 1.9641 -1.0682
15 H 0.5235 0.3705 -1.6774
16 H -3.2247 2.1541 0.0149
17 H -1.6239 2.8225 0.0025
18 H -3.0970 1.0507 2.6310
19 H -1.5805 -0.3651 1.5059
20 H 0.2518 0.9684 2.9941
21 H -0.8264 2.0806 3.7558
22 H 1.3824 2.7933 2.4131
23 H 0.3056 2.9279 1.0665
24 H 1.3513 5.0205 1.6430
25 N 0.2355 -2.6465 5.0808
26 C -0.5081 -2.2908 3.9897
27 N -0.3515 -3.0512 2.8715
28 O -1.2634 -1.3347 4.0102
29 H 0.8675 -3.4235 5.0922
30 H 0.1345 -2.0794 5.9066
31 H -0.8952 -2.8007 2.0619
32 H 0.2675 -3.8360 2.8067
33 N -0.4951 -4.7696 -1.9068
34 C -0.1361 -3.8024 -1.0120
35 N 0.9986 -3.1124 -1.3236
36 O -0.7892 -3.5648 -0.0108
37 H 0.0227 -4.9745 -2.7398
38 H -1.3291 -5.2901 -1.7082
39 H 1.2819 -2.3881 -0.6897
40 H 1.5437 -3.2805 -2.1479
41 N -2.8684 -0.4497 6.5702
42 C -1.9043 -0.4175 7.5303
43 N -2.3027 -0.8539 8.7680
44 O -0.7651 -0.0395 7.3159
45 H -3.8004 -0.7766 6.7362
46 H -2.6082 -0.1545 5.6434
47 H -1.6167 -0.8453 9.4991
48 H -3.2304 -1.1722 8.9721
49 N -0.7963 -0.9464 -5.4269
50 C 0.3942 -1.5305 -5.7389
51 N 0.6126 -1.7243 -7.0780
52 O 1.2131 -1.8539 -4.8961
53 H -1.4753 -0.6704 -6.1103
54 H -0.9896 -0.7852 -4.4540
55 H 1.4781 -2.1559 -7.3432
56 H -0.0429 -1.4663 -7.7909
57 N 3.3698 0.9970 -5.9562
58 C 3.5865 2.0708 -5.1398
59 N 4.7723 2.7241 -5.3402
60 O 2.7851 2.4173 -4.2923
61 H 4.0183 0.6931 -6.6566
62 H 2.5163 0.4835 -5.8250
63 H 4.9627 3.5159 -4.7550
64 H 5.4464 2.4538 -6.0303

Cartesian forces, eV/Å:
C 0.1 -0.9 0.1
C -0.3 0.3 0.1
S -0.1 0.1 -0.1
C 0.3 -0.4 0.2
Si 0.3 -0.6 0.4
C -0.3 0.1 -0.7
C 0.3 -0.4 0.5
C 1.5 -0.5 -2.2
O -2.4 0.6 2.6
O 0.7 0.5 -0.2
H 0.0 0.6 0.0
H -0.5 0.3 0.0
H 0.4 -0.1 -0.4
H 0.0 0.2 0.4
H 0.1 -0.4 0.0
H -0.3 0.1 -0.1
H 0.1 0.2 -0.1
H -0.1 0.2 -0.1
H 0.0 0.1 -0.2
H 0.1 -0.5 0.1
H -0.1 0.2 0.3
H 0.4 0.0 -0.1
H -0.1 0.0 -0.3
H -0.2 0.1 -0.2
N 0.0 0.0 0.2
C 0.3 -0.3 -0.1
N -0.1 0.1 0.1
O -0.4 0.4 0.1
H 0.0 0.0 -0.1
H 0.0 0.1 0.0
H 0.1 -0.1 -0.1
H 0.0 0.0 0.0
N -0.1 -0.2 0.0
C 0.1 0.2 -0.2
N 0.1 0.0 0.1
O -0.1 -0.1 0.2
H 0.0 0.1 0.0
H 0.0 0.0 0.0
H 0.0 0.0 0.0
H -0.1 0.1 -0.1
N 0.0 0.3 0.0
C -0.3 -0.1 -0.1
N 0.1 0.0 0.2
O 0.2 -0.1 0.0
H 0.0 0.0 0.0
H 0.1 -0.2 0.0
H 0.0 0.0 0.0
H 0.0 0.0 0.0
N 0.0 -0.1 0.1
C -0.3 0.1 -0.2
N 0.1 0.0 0.0
O 0.2 0.0 0.1
H 0.0 0.0 0.0
H 0.0 0.0 0.0
H 0.0 0.0 0.0
H 0.0 0.0 0.0
N -0.1 0.0 -0.1
C 0.1 -0.1 0.0
N 0.1 0.1 0.0
O 0.1 0.1 0.0
H 0.0 0.0 0.0
H 0.1 -0.1 0.1
H 0.0 0.0 0.0
H 0.0 0.0 0.0

The charge is 0. The molar mass is 478.6 g/mol. As for the gap between HOMO and LUMO: 0.2964 Eh. Its LUMO energy is 0.34 eV. As for the SMILES: CCSC[SiH2]CCC(=O)O.NC(N)=O.NC(N)=O.NC(N)=O.NC(N)=O.NC(N)=O. Its HOMO energy is -7.72 eV. The maximum force is 3.641 eV Å⁻¹.



# 3
Here is 2 unconnected molecules or ions with the total composition C27H60N3O9PS2 from the OMol25 dataset. Energies are from wB97M-V/def2-TZVPD.

CARTESIAN COORDINATES (ANGSTROEM)
1 C 0.0886 1.7582 4.2496
2 C 1.2851 1.6162 5.1609
3 O 2.4020 1.0219 4.4997
4 P 2.6043 -0.5643 4.6508
5 O 3.4090 -0.9117 5.8348
6 C 3.3927 -1.1100 3.1291
7 C 3.1321 -0.1850 1.8973
8 N 2.5032 -0.9316 0.8282
9 C 3.4429 -1.6903 0.0529
10 N 2.8089 -2.8455 -0.5744
11 C 1.4381 -0.2127 0.1309
12 C 1.6929 0.0089 -1.3592
13 C 0.7415 1.0076 -2.0418
14 C -0.1838 0.3574 -3.0464
15 S -0.8638 1.6236 -4.1649
16 C -0.0007 -0.8356 0.4537
17 N 0.1645 -1.7008 1.6318
18 C -1.0343 0.2872 0.7944
19 C -2.1308 0.5856 -0.2247
20 C -3.1734 1.5520 0.3713
21 C -2.6131 2.9669 0.6074
22 C -2.2886 3.2239 2.0776
23 O -3.4511 3.6966 2.7808
24 C -4.0900 2.7618 3.5376
25 C -5.5732 2.6939 3.2909
26 O -3.5179 2.0627 4.3715
27 O -0.3602 -1.5844 -0.6754
28 C -1.3541 -2.5881 -0.4847
29 C -0.7663 -3.9741 -0.3016
30 C -1.8253 -4.9761 0.1793
31 C -2.2986 -4.6561 1.6161
32 C -3.0324 -5.0396 -0.7545
33 O 1.1266 -1.1792 4.6731
34 C 0.7138 -1.8661 5.8782
35 C -0.8046 -1.9890 5.8298
36 H -0.6662 2.3993 4.6976
37 H 0.3857 2.2284 3.3131
38 H -0.3782 0.8021 4.0261
39 H 1.0086 1.0815 6.0682
40 H 1.5814 2.6104 5.4843
41 H 4.4451 -1.1497 3.3817
42 H 3.0008 -2.1044 2.9366
43 H 2.5011 0.6299 2.2280
44 H 4.1058 0.2068 1.5888
45 H 4.0297 -1.0870 -0.6573
46 H 4.1812 -2.0835 0.7556
47 H 1.8134 -2.7060 -0.6764
48 H 3.2158 -3.0316 -1.4775
49 H 1.3999 0.7913 0.5524
50 H 2.6910 0.4387 -1.4262
51 H 1.7313 -0.9100 -1.9302
52 H 1.3506 1.7255 -2.5926
53 H 0.2090 1.5881 -1.2922
54 H 0.3406 -0.3907 -3.6328
55 H -1.0133 -0.1454 -2.5656
56 H -1.6018 0.8841 -4.9990
57 H -0.7537 -1.9937 1.9538
58 H 0.4861 -1.1039 2.3868
59 H -0.5360 1.2226 1.0420
60 H -1.5526 -0.0221 1.7023
61 H -1.7625 1.0728 -1.1224
62 H -2.6790 -0.3060 -0.5160
63 H -3.9993 1.6254 -0.3317
64 H -3.5097 1.1429 1.3233
65 H -1.6718 3.1062 0.0777
66 H -3.3246 3.7369 0.3270
67 H -1.5176 3.9835 2.1799
68 H -1.9134 2.3325 2.5722
69 H -5.7798 2.8922 2.2425
70 H -6.0740 3.4663 3.8672
71 H -5.9487 1.7136 3.5495
72 H -1.9777 -2.5845 -1.3766
73 H -2.0135 -2.3100 0.3379
74 H -0.4168 -4.3373 -1.2672
75 H 0.0521 -3.9562 0.4109
76 H -1.3704 -5.9644 0.2216
77 H -1.5468 -4.0703 2.1376
78 H -3.2042 -4.0522 1.5678
79 H -2.5604 -5.5532 2.1661
80 H -2.7489 -5.0563 -1.8056
81 H -3.6355 -4.1425 -0.6186
82 H -3.6690 -5.8921 -0.5396
83 H 1.1981 -2.8356 5.8939
84 H 0.9924 -1.2998 6.7577
85 H -1.1322 -2.0339 4.7976
86 H -1.2375 -1.1150 6.3100
87 H -1.1376 -2.8482 6.4020
88 C 2.5806 2.1558 -10.1700
89 C 3.1657 3.3535 -9.4485
90 O 2.4534 3.6721 -8.2350
91 S 2.7216 2.7571 -6.9608
92 C 1.9624 3.8051 -5.7686
93 O 4.1321 2.7077 -6.7239
94 O 1.9653 1.5515 -7.0842
95 H 2.7235 1.2398 -9.5990
96 H 3.0644 2.0339 -11.1393
97 H 1.5094 2.2861 -10.3215
98 H 4.2232 3.2080 -9.2231
99 H 3.0823 4.2444 -10.0676
100 H 2.5245 4.7332 -5.7131
101 H 1.9875 3.2858 -4.8140
102 H 0.9331 3.9864 -6.0643

Cartesian forces, eV/Å:
C 0.0 0.0 -0.2
C -0.5 0.6 0.2
O -0.4 -0.5 -0.3
P 1.2 0.0 0.7
O -0.4 -0.1 0.0
C -0.5 1.0 -0.2
C 0.3 -1.1 0.5
N -0.2 0.8 -0.5
C 0.2 -0.7 0.3
N 0.1 0.0 0.1
C -0.6 -0.2 0.1
C 0.2 0.4 0.0
C 0.4 -0.1 -0.2
C -0.7 -0.3 -0.3
S 0.1 0.6 0.1
C 0.8 0.5 0.6
N -0.2 0.1 -0.2
C -0.5 -0.4 -0.6
C -0.5 0.6 0.4
C 0.5 0.3 -0.4
C 0.1 -0.3 1.0
C 0.5 0.2 0.0
O -0.5 -0.7 -0.1
C 0.8 -1.0 1.6
C 0.3 0.3 -0.4
O -0.7 1.1 -1.7
O -0.1 -0.4 -0.2
C 0.0 0.1 -0.1
C -0.6 -0.4 0.0
C -0.2 0.0 0.5
C -0.2 0.3 -0.6
C 0.1 0.3 0.0
O 0.2 0.3 0.0
C -0.8 -0.2 -0.2
C 0.5 0.4 0.3
H -0.1 0.0 0.2
H 0.1 0.0 -0.1
H 0.0 -0.1 0.0
H 0.1 -0.3 0.1
H 0.3 0.0 0.0
H 0.2 -0.2 0.0
H 0.1 -0.2 -0.1
H 0.0 0.2 -0.3
H 0.0 0.4 -0.1
H -0.2 0.1 -0.2
H 0.1 0.1 0.2
H -0.1 0.0 0.0
H -0.1 0.0 -0.2
H 0.1 0.1 0.1
H 0.2 0.0 0.1
H -0.1 -0.2 0.0
H 0.1 0.1 0.0
H -0.2 0.1 0.0
H 0.2 0.0 -0.1
H 0.0 -0.1 0.1
H 0.1 -0.3 0.1
H -0.1 0.0 -0.1
H 0.3 -0.2 0.1
H 0.3 0.0 0.1
H 0.0 0.0 0.2
H 0.1 -0.2 -0.2
H 0.2 -0.3 -0.1
H -0.3 -0.2 0.1
H -0.4 -0.1 0.0
H -0.1 0.1 -0.4
H 0.0 0.1 -0.3
H -0.1 0.2 0.0
H 0.0 -0.1 0.1
H 0.0 0.0 -0.1
H -0.1 0.0 0.2
H 0.0 -0.1 0.3
H 0.0 0.1 -0.2
H -0.1 0.0 0.2
H 0.4 0.1 -0.1
H 0.2 0.1 0.0
H 0.2 -0.1 -0.2
H 0.1 -0.2 0.3
H -0.1 0.1 0.1
H 0.1 -0.1 0.2
H 0.1 -0.2 -0.1
H -0.2 0.1 0.0
H -0.1 -0.2 0.0
H 0.1 -0.1 0.1
H 0.4 0.0 0.1
H -0.2 -0.2 -0.1
H -0.2 0.2 -0.2
H -0.1 -0.2 -0.1
C -0.1 -0.1 0.2
C 0.2 -0.2 -0.4
O -0.1 0.1 0.1
S -0.2 0.4 0.0
C 0.0 0.1 0.0
O 0.1 -0.2 0.0
O 0.1 -0.2 0.0
H 0.0 0.0 0.0
H 0.0 0.1 0.0
H 0.0 0.0 -0.1
H 0.0 0.0 0.1
H -0.1 0.1 0.1
H 0.0 0.0 0.0
H 0.0 -0.1 0.0
H 0.0 -0.1 0.0

The charge is 0. The molar mass is 665.9 g/mol. As for the gap between HOMO and LUMO: 0.3170 Eh. Its LUMO energy is 0.49 eV. As for the SMILES: CCOP(=O)(CCN(CN)[C@@H](CCCS)[C@@](N)(CCCCCOC(C)=O)OCCC(C)C)OCC.CCOS(C)(=O)=O. Its HOMO energy is -8.13 eV. The maximum force is 2.185 eV Å⁻¹.



The lowest maximum force belongs to which entry? C19H14N4O8Tc